The following is a DFT calculation (ωB97M-V/def2-TZVPD) of 8 unconnected molecules or ions with the total composition C48H40N8O16 in a non-equilibrium geometry.

Properties
Kohn-Sham gap	9.08	eV
SMILES string	O=[N+]([O-])c1ccccc1.O=[N+]([O-])c1ccccc1.O=[N+]([O-])c1ccccc1.O=[N+]([O-])c1ccccc1.O=[N+]([O-])c1ccccc1.O=[N+]([O-])c1ccccc1.O=[N+]([O-])c1ccccc1.O=[N+]([O-])c1ccccc1
energy relative to the best compared isomer or geometry (same formula, charge and spin)	80.70	kJ/mol
E_LUMO	-0.74	eV

Geometry as ORCA input:
```
! wB97M-V def2-TZVPD RIJCOSX def2/J DEFGRID3
* xyz 0 1
O 5.50 -0.09 -1.53
O -4.60 -4.66 -6.30
O -3.62 -5.32 -1.49
O -2.12 -4.41 -0.26
O -2.89 6.19 -0.53
O 0.49 0.80 -3.61
O 0.85 -1.68 1.61
O -4.29 6.03 -2.18
O 1.36 1.84 8.41
O 2.74 2.86 3.68
O -5.04 -3.35 -4.67
O 0.68 3.24 3.26
O 1.41 -0.48 -2.16
O 0.14 -2.35 -0.29
O 1.93 2.42 6.42
O 6.98 -0.78 -2.91
N 0.20 -1.54 0.60
N 5.90 -0.88 -2.37
N 1.11 0.61 -2.60
N -2.49 -5.23 -1.07
N -4.28 -3.97 -5.36
N -3.93 5.79 -1.04
N 1.39 1.67 7.21
N 1.79 3.60 3.63
C 0.85 5.81 4.20
C -0.56 -4.31 -5.58
C -5.14 3.67 1.81
C -2.85 -3.88 -5.04
C -0.64 2.10 0.82
C 4.52 -3.81 -4.24
C 1.94 4.97 4.12
C -1.90 -4.46 -5.87
C 0.94 7.08 4.73
C 0.54 -7.93 -2.18
C 3.88 -2.22 -2.04
C 2.24 7.52 5.08
C -0.10 -0.29 7.43
C 3.16 2.77 -0.36
C -0.76 -8.39 -1.96
C -1.49 -6.17 -1.56
C 1.15 3.04 -2.24
C -2.47 -3.23 -3.88
C -0.41 -1.73 5.56
C 0.82 -6.57 -2.12
C 3.34 6.73 4.85
C 5.36 -2.78 -3.84
C -4.79 4.92 -0.22
C 0.83 0.44 6.67
C -1.79 -7.51 -1.68
C -0.20 -3.62 -4.43
C 5.05 -2.01 -2.74
C -0.48 -0.25 0.45
C 2.74 4.05 -0.75
C 1.79 4.18 -1.77
C 1.09 0.10 5.37
C -6.47 3.53 1.45
C -0.20 -5.69 -1.82
C 3.22 5.43 4.37
C 2.99 -3.17 -2.52
C 3.29 -4.00 -3.59
C -1.37 -0.12 -0.61
C 2.71 1.65 -1.03
C 0.57 -1.07 4.83
C -6.09 4.70 -0.62
C -1.63 2.20 -0.14
C 1.65 1.79 -1.91
C -1.92 1.10 -0.95
C -4.31 4.41 0.99
C -6.97 4.06 0.27
C -0.74 -1.39 6.87
C -1.12 -3.06 -3.56
C -0.07 0.87 1.15
H 1.33 -8.62 -2.43
H 4.07 4.76 4.33
H 3.19 0.69 -0.92
H -3.22 -2.75 -3.27
H 1.86 0.66 4.86
H 0.12 7.78 4.82
H 3.85 2.77 0.48
H 0.21 -4.61 -6.28
H -2.62 1.17 -1.78
H 6.22 -2.62 -4.48
H 1.50 5.15 -2.14
H -2.12 -5.00 -6.78
H -3.33 4.76 1.30
H -8.00 3.84 0.03
H 0.65 0.77 1.95
H -7.21 3.05 2.08
H -0.89 -2.58 5.09
H 0.27 3.14 -2.85
H -0.08 -4.62 -1.82
H -0.93 -9.46 -1.99
H 3.65 -1.67 -1.14
H 2.34 8.52 5.48
H 0.84 -3.52 -4.16
H 4.32 7.17 5.02
H -0.33 0.03 8.43
H 4.78 -4.35 -5.14
H -6.48 4.94 -1.59
H -0.83 -2.51 -2.68
H -0.11 5.41 3.89
H 2.60 -4.75 -3.95
H 1.76 -6.14 -2.46
H 0.81 -1.39 3.83
H -2.05 3.17 -0.38
H -1.57 -0.98 -1.24
H -4.71 3.28 2.72
H -2.76 -7.94 -1.49
H 2.00 -3.16 -2.07
H -1.46 -1.98 7.42
H 3.22 4.90 -0.28
H -0.31 2.96 1.39
*
```

***

The following is a DFT calculation (ωB97M-V/def2-TZVPD) of a molecular structure, C48H42BiN5O2P2SiTe.

Properties
Kohn-Sham gap	6.55	eV
energy relative to the best compared isomer or geometry (same formula, charge and spin)	15.35	kJ/mol
E_LUMO	-0.12	eV

Geometry as ORCA input:
```
! wB97M-V def2-TZVPD RIJCOSX def2/J DEFGRID3
* xyz 0 1
Bi 1.46 0.30 -0.43
Te 0.09 -3.48 1.76
P -0.77 -1.34 -0.38
P -0.58 -0.31 2.34
Si 1.96 0.15 -3.09
O 2.65 1.47 2.70
O -1.34 3.73 -0.86
N 3.54 3.54 2.99
N 0.33 2.05 -0.87
N 2.75 4.24 -0.91
N -3.81 -6.23 2.94
N 2.73 2.84 0.87
C -2.81 -6.72 2.21
C 0.22 0.91 -5.19
C 3.67 3.24 4.42
C 0.01 -4.51 -2.90
C -2.07 0.78 2.27
C 3.09 4.00 0.38
C 0.55 3.65 -4.92
C -1.13 -5.28 -2.75
C -1.67 -0.66 4.99
C 0.13 -3.30 -2.21
C 4.53 1.46 -3.17
C -4.26 2.51 2.18
C -3.44 -0.48 -0.59
C 0.58 -1.38 4.62
C 1.07 1.39 -4.19
C 1.22 2.78 -4.08
C -1.56 -4.68 2.29
C 5.92 -0.85 -3.82
C -4.28 0.87 -2.40
C -3.68 -4.96 3.35
C -0.60 -0.84 4.11
C 3.95 4.70 2.46
C 3.82 0.27 -3.32
C 3.77 4.99 1.15
C -3.37 0.29 2.42
C -2.04 -3.63 -1.25
C -0.53 2.88 -0.84
C -3.00 0.94 -2.94
C -0.30 3.15 -5.90
C -4.50 0.15 -1.23
C -1.95 0.31 -2.30
C -2.15 -0.39 -1.11
C -0.89 -2.86 -1.39
C 6.61 0.35 -3.67
C 4.54 -0.89 -3.65
C -2.59 -4.16 3.05
C -4.46 1.15 2.38
C 0.69 -1.78 5.94
C -0.40 -1.63 6.80
C -2.98 3.01 2.04
C -0.47 1.78 -6.03
C -1.89 2.15 2.09
C -1.67 -6.00 1.86
C 2.94 2.54 2.19
C -2.16 -4.84 -1.93
C -1.10 -1.76 1.31
C 5.91 1.51 -3.34
C -1.57 -1.06 6.32
H -2.41 -0.92 6.98
H 2.70 3.24 4.90
H 4.31 3.99 4.87
H -2.82 1.50 -3.85
H -3.06 -5.43 -1.80
H -3.60 -1.05 0.32
H -0.90 -6.46 1.25
H 4.43 5.40 3.14
H -0.87 2.53 1.99
H 1.88 3.19 -3.32
H -5.46 0.76 2.50
H 1.04 -2.72 -2.32
H -2.92 -7.75 1.88
H -1.13 1.38 -6.79
H -4.50 -4.57 3.95
H 4.01 2.38 -2.90
H 6.44 2.44 -3.21
H 1.45 -1.47 3.97
H -5.49 0.07 -0.82
H -0.96 0.36 -2.73
H 0.08 -0.16 -5.30
H -2.59 -0.21 4.65
H -2.84 -3.30 -0.60
H 2.80 5.18 -1.26
H -3.51 -0.78 2.56
H -2.55 -3.13 3.41
H 4.11 2.25 4.54
H 2.02 3.65 -1.28
H 0.68 4.72 -4.81
H 6.46 -1.75 -4.07
H 4.02 -1.83 -3.78
H 0.82 -4.85 -3.54
H 1.60 -1.15 -3.69
H 7.68 0.38 -3.80
H -0.32 -1.93 7.84
H -2.82 4.07 1.87
H -5.10 1.37 -2.89
H 1.61 -2.20 6.30
H -5.11 3.18 2.13
H -1.22 -6.22 -3.27
H 4.10 5.93 0.73
H -0.84 3.83 -6.55
*
```

***

The following is a DFT calculation (ωB97M-V/def2-TZVPD) of a molecular structure, C48H42CoIN3O8S in a non-equilibrium geometry.

Properties
Kohn-Sham gap (alpha / beta)	4.54 / 4.54	eV
energy relative to the best compared isomer or geometry (same formula, charge and spin)	0.00	kJ/mol
E_LUMO (alpha / beta)	2.77 / 2.77	eV

Geometry as ORCA input:
```
! wB97M-V def2-TZVPD RIJCOSX def2/J DEFGRID3
* xyz -2 2
I -6.80 -0.29 -2.44
Co -1.37 0.41 -0.02
S -3.05 2.86 -2.32
O -0.97 -1.38 -0.78
O -2.59 -0.22 1.70
O 2.60 -1.92 1.68
O -3.95 0.48 3.32
O 0.14 0.59 0.88
O -0.48 1.35 -1.93
O -2.92 0.29 -0.98
O 1.96 -3.39 0.07
N -4.25 -1.33 -0.08
N -0.47 2.31 -2.81
N -1.86 2.32 1.12
C 0.70 2.59 -3.41
C -2.02 -4.41 -3.27
C -1.57 -3.35 -2.50
C -1.49 3.95 -4.21
C -2.69 2.11 2.13
C -0.05 -5.64 -2.69
C 2.93 -3.14 1.06
C 0.40 -4.56 -1.94
C 2.15 2.01 1.84
C 0.29 -0.82 -3.26
C 2.34 -0.40 -4.43
C 0.97 -1.51 -2.26
C -0.37 3.80 -0.02
C -1.68 4.63 1.85
C 0.10 -0.72 2.91
C 0.89 -0.19 1.71
C -3.14 0.68 2.41
C 1.65 -1.26 0.86
C 0.83 3.51 -4.42
C -1.26 -5.57 -3.37
C -1.07 5.89 1.66
C 2.92 -4.25 2.13
C 1.97 0.72 2.34
C 4.33 -3.05 0.41
C -1.60 3.04 -3.14
C -2.62 4.39 2.87
C 0.90 -2.43 0.19
C 3.78 2.47 3.55
C 3.04 2.88 2.45
C -1.25 -0.10 4.81
C 0.97 -0.27 -4.34
C -0.31 4.19 -4.85
C 2.70 0.32 3.44
C -1.35 -1.42 5.20
C -3.11 3.11 3.01
C 3.02 -1.12 -3.47
C 0.02 -2.04 3.33
C -1.32 3.56 0.98
C 0.17 5.05 -0.20
C -3.77 -0.64 -1.13
C 0.13 -2.11 -1.13
C -0.17 6.10 0.65
C -4.29 -0.95 -2.43
C 2.33 -1.70 -2.41
C -0.70 -2.39 4.46
C 3.60 1.18 4.04
C -0.53 0.24 3.69
C -0.36 -3.40 -1.83
H 0.12 -2.82 0.85
H -1.74 0.68 5.39
H -0.44 1.28 3.39
H -2.39 4.49 -4.49
H -1.60 -6.40 -3.97
H -2.95 -4.33 -3.80
H 1.56 2.32 1.00
H 5.09 -3.10 1.18
H 2.87 -2.31 -1.70
H -0.25 4.91 -5.66
H 3.50 -3.92 2.98
H -0.78 -0.70 -3.17
H -0.10 2.96 -0.63
H 4.48 3.14 4.03
H 0.87 5.23 -1.01
H 0.29 7.08 0.52
H 2.16 -0.68 0.08
H 0.55 -6.53 -2.75
H -3.88 -0.38 -3.25
H 2.88 0.06 -5.26
H -2.16 -2.45 -2.41
H -2.92 5.19 3.53
H 0.43 0.28 -5.10
H -5.12 -1.84 -0.16
H 1.53 2.02 -3.03
H -1.35 6.69 2.34
H 1.90 -4.45 2.44
H -3.80 2.85 3.80
H 1.80 3.68 -4.85
H 1.35 -4.64 -1.44
H -0.74 -3.42 4.77
H -3.85 -1.13 0.83
H 4.42 -2.09 -0.10
H 3.16 3.88 2.07
H 2.56 -0.67 3.84
H 4.45 -3.86 -0.30
H 3.34 -5.17 1.72
H 0.54 -2.82 2.80
H 4.16 0.85 4.91
H -1.93 -1.70 6.08
H -4.53 -1.98 -2.63
H 4.10 -1.25 -3.55
*
```

***

The following is a DFT calculation (ωB97M-V/def2-TZVPD) of a molecular structure, C48H43AsBIN4O5Sn in a non-equilibrium geometry.

Properties
Kohn-Sham gap	7.01	eV
energy relative to the best compared isomer or geometry (same formula, charge and spin)	124.16	kJ/mol
E_LUMO	-6.02	eV

Geometry as ORCA input:
```
! wB97M-V def2-TZVPD RIJCOSX def2/J DEFGRID3
* xyz 2 1
I -0.89 1.94 1.90
Sn 0.40 0.19 -0.05
As -0.86 1.40 -2.42
O 2.67 -2.64 1.80
O 1.92 -0.49 2.03
O 0.25 -2.04 1.56
O -4.20 -5.58 -0.54
O 5.21 4.76 -3.05
N -0.78 -5.52 1.74
N 2.55 1.48 -0.61
N -1.99 -0.68 0.36
N 6.71 3.08 -3.16
C -0.04 3.14 -2.15
C -4.85 2.38 0.01
C 4.33 1.48 -2.21
C 1.81 4.51 -2.86
C -5.01 1.20 -0.70
C 4.17 0.52 2.48
C -3.84 -4.32 -0.06
C -2.48 -4.30 0.63
C 3.28 0.87 -1.55
C -2.93 0.36 0.21
C 1.44 2.18 -3.80
C -3.70 2.59 0.77
C -4.07 3.53 -4.12
C 8.36 -0.26 2.73
C 7.91 -2.40 1.56
C 5.07 -2.15 2.22
C -0.49 -3.19 1.46
C -2.75 1.59 0.83
C 3.29 -0.50 2.21
C -0.45 4.13 -1.28
C 0.59 1.07 -3.66
C 4.64 2.80 -1.90
C 5.51 0.18 2.62
C -3.16 2.98 -3.23
C 0.27 5.31 -1.19
C -2.32 1.56 -4.98
C 3.90 3.42 -0.89
C 2.77 0.96 -5.38
C 3.75 -1.82 2.08
C 2.53 2.12 -4.66
C 1.02 -4.57 2.99
C 7.44 -1.48 2.70
C 0.86 -0.10 -4.37
C -1.88 -5.48 1.02
C 1.94 -0.15 -5.23
C 1.10 3.32 -2.95
C 5.98 -1.13 2.50
C -4.06 0.19 -0.59
C 5.57 3.65 -2.74
C 2.89 2.73 -0.27
C -4.10 3.10 -5.43
C -3.23 2.11 -5.86
C -1.77 -3.10 0.86
C -2.46 -1.85 0.60
C -2.27 2.01 -3.67
C 1.40 5.49 -1.97
C 7.56 -2.22 4.04
C -0.10 -4.42 2.02
B 1.57 -1.84 1.84
H 1.04 -3.72 3.67
H -4.57 -6.14 0.15
H -4.59 -3.92 0.64
H 7.67 -1.96 0.60
H 7.46 -3.38 1.62
H -1.34 3.98 -0.68
H 2.69 4.68 -3.46
H 3.61 0.91 -6.05
H 7.01 2.16 -2.89
H 8.59 -2.50 4.23
H -4.75 4.29 -3.78
H -1.63 0.79 -5.32
H -3.55 -1.94 0.67
H 2.15 -1.05 -5.78
H 0.21 -0.96 -4.25
H -3.26 1.77 -6.89
H 8.22 0.36 1.85
H 5.37 -3.18 2.12
H 4.10 4.45 -0.63
H 2.28 3.18 0.50
H 9.40 -0.59 2.74
H -5.60 3.15 -0.04
H 3.18 2.97 -4.77
H -2.32 -6.44 0.79
H -4.80 3.54 -6.13
H 4.85 0.96 -3.00
H 3.83 1.54 2.60
H -4.18 -0.73 -1.14
H 8.21 0.35 3.62
H 1.98 -4.63 2.49
H -0.04 6.08 -0.50
H 1.95 6.41 -1.90
H 6.21 0.97 2.83
H -3.81 -3.67 -0.94
H -3.56 3.52 1.29
H 2.99 -0.14 -1.80
H -5.86 1.05 -1.34
H 6.95 -3.13 4.04
H 7.21 -1.59 4.86
H 0.87 -5.49 3.55
H 7.31 3.62 -3.76
H -3.12 3.33 -2.21
H 8.99 -2.52 1.61
*
```